# 1
This record from OMol25 describes a molecular structure, C53H136CaN10O19. The level of theory is the ωB97M-V functional and the def2-TZVPD basis.

Results
E_HOMO, eV: -6.700
Gap between HOMO and LUMO, eV: 6.5
2S+1: 1
E_tot, hartree: -4755.67135

Atoms and positions in Å:
Ca1 1.102 -1.460 -2.993
C1 -1.005 1.021 -5.652
C2 -1.504 -0.250 -6.531
C3 -1.595 0.211 -7.932
C4 -1.643 -0.851 -9.059
C5 -0.437 -1.785 -8.782
C6 -0.468 -2.429 -7.398
N1 -0.464 -1.365 -6.410
O1 -0.197 -1.833 -5.069
C7 0.910 -3.259 -7.302
C8 -1.599 -3.483 -7.338
C9 -2.901 -0.649 -6.066
H1 -0.697 0.717 -4.651
H2 -1.794 1.758 -5.501
H3 -0.168 1.539 -6.118
H4 -0.734 0.851 -8.122
H5 -2.461 0.845 -8.122
H6 -1.601 -0.340 -10.021
H7 -2.633 -1.307 -9.039
H8 0.504 -1.240 -8.859
H9 -0.564 -2.409 -9.666
H10 1.816 -2.685 -7.499
H11 0.907 -4.142 -7.941
H12 1.039 -3.512 -6.250
H13 -1.527 -4.058 -6.414
H14 -1.384 -4.207 -8.124
H15 -2.595 -3.056 -7.457
H16 -2.781 -1.363 -5.250
H17 -3.347 -1.241 -6.865
H18 -3.467 0.259 -5.860
C10 -0.789 2.099 0.331
C11 0.455 1.259 -0.196
C12 1.582 1.382 0.874
C13 1.282 0.598 2.144
C14 1.115 -0.867 1.738
C15 0.062 -1.170 0.628
N2 0.123 -0.205 -0.513
O2 -0.673 -0.507 -1.705
C16 -1.349 -1.088 1.378
C17 0.391 -2.569 0.127
C18 0.985 2.011 -1.503
H19 -0.531 3.149 0.467
H20 -1.276 1.740 1.238
H21 -1.533 2.035 -0.463
H22 1.723 2.432 1.134
H23 2.505 0.908 0.538
H24 0.421 1.001 2.676
H25 2.080 0.697 2.880
H26 0.838 -1.368 2.665
H27 2.120 -1.244 1.546
H28 -1.425 -1.931 2.065
H29 -2.178 -1.295 0.701
H30 -1.539 -0.181 1.951
H31 0.637 -3.290 0.907
H32 1.201 -2.561 -0.601
H33 -0.431 -2.950 -0.479
H34 1.747 1.364 -1.939
H35 1.350 3.004 -1.240
H36 0.217 2.144 -2.264
C19 0.218 -4.264 5.062
C20 0.724 -3.470 6.253
C21 2.214 -3.458 6.274
O3 0.193 -2.211 6.347
H37 -0.872 -4.256 5.034
H38 0.610 -5.276 4.967
H39 0.505 -3.833 4.102
H40 0.440 -3.940 7.195
H41 2.663 -2.729 5.599
H42 2.605 -4.449 6.046
H43 2.538 -3.146 7.267
H44 -0.345 -2.179 7.141
C22 0.258 1.028 6.012
C23 1.586 0.948 6.722
C24 1.658 2.054 7.804
O4 1.743 -0.283 7.397
H45 0.047 0.115 5.454
H46 0.221 1.893 5.350
H47 -0.471 1.212 6.801
H48 2.433 1.024 6.040
H49 0.969 1.840 8.620
H50 1.365 3.011 7.372
H51 2.610 2.335 8.254
H52 1.193 -0.910 6.921
C25 -3.339 0.009 4.814
C26 -4.180 -1.273 4.751
C27 -3.453 -2.579 5.085
O5 -5.262 -1.150 5.624
H53 -2.832 0.082 5.776
H54 -4.015 0.859 4.723
H55 -2.636 0.141 3.991
H56 -4.669 -1.267 3.777
H57 -4.016 -3.469 4.805
H58 -3.330 -2.772 6.151
H59 -2.542 -2.712 4.501
H60 -6.078 -0.925 5.172
C28 0.825 4.408 -4.829
C29 0.683 5.617 -3.843
C30 1.791 6.696 -3.806
O6 -0.498 6.278 -4.071
H61 -0.150 4.052 -5.160
H62 1.394 3.527 -4.532
H63 1.300 4.730 -5.756
H64 0.558 5.201 -2.844
H65 2.024 6.959 -4.838
H66 2.721 6.316 -3.383
H67 1.468 7.621 -3.327
H68 -1.217 5.687 -3.834
C31 3.488 4.812 1.298
C32 4.781 5.571 1.111
C33 4.798 6.494 -0.166
O7 5.029 6.266 2.358
H69 3.440 4.105 2.126
H70 3.336 4.286 0.356
H71 2.640 5.460 1.519
H72 5.594 4.845 1.088
H73 4.608 5.963 -1.098
H74 5.675 7.129 -0.293
H75 3.988 7.224 -0.167
H76 5.045 5.639 3.084
C34 -2.541 -4.559 1.329
C35 -1.897 -5.909 0.868
C36 -2.560 -7.002 1.715
O8 -2.285 -6.139 -0.437
H77 -3.631 -4.568 1.315
H78 -2.289 -3.826 0.562
H79 -2.152 -4.257 2.301
H80 -0.807 -5.891 0.858
H81 -2.372 -6.843 2.777
H82 -2.161 -8.004 1.553
H83 -3.626 -6.977 1.493
H84 -1.656 -5.645 -0.969
C37 4.946 1.481 2.568
C38 4.835 1.226 4.073
C39 4.735 -0.228 4.544
O9 5.855 1.821 4.811
H85 5.801 0.957 2.142
H86 5.279 2.502 2.382
H87 4.054 1.291 1.971
H88 3.897 1.733 4.299
H89 4.306 -0.296 5.543
H90 5.726 -0.653 4.383
H91 4.069 -0.820 3.916
H92 5.691 1.887 5.755
C40 -3.476 4.345 0.663
C41 -4.616 5.177 0.106
C42 -5.981 4.506 0.148
O10 -4.545 6.338 0.908
H93 -3.293 3.546 -0.056
H94 -3.726 3.890 1.621
H95 -2.551 4.922 0.683
H96 -4.289 5.631 -0.829
H97 -6.448 4.255 1.100
H98 -6.002 3.621 -0.489
H99 -6.720 5.131 -0.353
H100 -5.198 6.913 0.503
C43 0.740 4.429 3.917
C44 -0.728 4.496 3.532
C45 -1.667 3.665 4.463
O11 -1.204 5.763 3.723
H101 0.774 4.500 5.004
H102 1.463 5.068 3.410
H103 1.104 3.421 3.717
H104 -0.708 4.174 2.491
H105 -1.334 3.830 5.487
H106 -1.810 2.612 4.221
H107 -2.638 4.158 4.414
H108 -0.781 6.276 3.030
C46 3.953 -5.648 -0.618
C47 2.935 -6.294 0.369
O12 1.628 -6.468 -0.140
O13 3.520 -4.434 -1.270
H109 4.233 -6.354 -1.399
H110 4.873 -5.377 -0.099
H111 2.836 -5.629 1.227
H112 3.416 -7.188 0.767
H113 1.045 -6.501 0.621
H114 2.617 -4.687 -1.472
C48 -3.926 -2.243 -1.605
C49 -3.977 -0.739 -2.004
O14 -3.310 0.127 -1.076
O15 -2.597 -2.718 -1.889
H115 -4.612 -2.830 -2.215
H116 -4.012 -2.343 -0.523
H117 -5.019 -0.467 -2.170
H118 -3.544 -0.564 -2.989
H119 -2.364 0.023 -1.204
H120 -2.020 -2.051 -1.509
C50 2.733 0.299 -5.221
O16 2.292 0.338 -4.062
N3 3.989 0.551 -5.478
N4 2.032 0.038 -6.300
H121 4.265 0.352 -6.429
H122 4.587 0.855 -4.724
H123 2.441 -0.055 -7.219
H124 1.030 -0.032 -6.194
C51 -5.205 1.064 1.620
O17 -5.751 1.314 2.675
N5 -5.934 0.988 0.557
N6 -3.967 0.997 1.408
H125 -6.870 1.360 0.631
H126 -5.465 0.814 -0.320
H127 -3.366 1.091 2.214
H128 -3.645 0.711 0.494
C52 0.086 -4.534 -2.987
O18 0.910 -3.714 -2.738
N7 -0.067 -5.697 -2.322
N8 -0.941 -4.359 -3.712
H129 -0.805 -6.301 -2.653
H130 0.781 -6.010 -1.870
H131 -1.609 -5.095 -3.894
H132 -1.033 -3.463 -4.169
C53 3.994 -0.858 -1.110
O19 2.953 -1.015 -1.667
N9 4.717 -1.826 -0.747
N10 4.696 0.235 -1.037
H133 4.343 -2.752 -0.901
H134 5.703 -1.799 -0.532
H135 4.286 1.009 -1.540
H136 5.658 0.171 -0.738

---

# 2
This record from OMol25 describes 14 unconnected molecules or ions with the total composition C53H145N11O14. The level of theory is the ωB97M-V functional and the def2-TZVPD basis.

Results
E_HOMO, eV: -8.334
Gap between HOMO and LUMO, eV: 8.8
2S+1: 1
E_tot, hartree: -3761.66308

Atoms and positions in Å:
C1 6.812 2.630 -0.140
C2 5.496 2.221 0.601
C3 5.124 0.768 0.503
O1 5.495 2.544 1.934
H1 7.544 1.831 -0.021
H2 7.192 3.597 0.187
H3 6.608 2.842 -1.190
H4 4.640 2.770 0.206
H5 6.003 0.141 0.648
H6 4.677 0.589 -0.475
H7 4.451 0.403 1.279
H8 4.596 2.634 2.260
C4 0.998 -3.176 3.298
C5 1.942 -2.873 2.082
C6 3.390 -3.070 2.500
O2 1.569 -3.663 0.967
H9 0.940 -4.251 3.469
H10 -0.018 -2.793 3.199
H11 1.347 -2.805 4.261
H12 1.955 -1.839 1.739
H13 4.151 -3.015 1.721
H14 3.478 -4.054 2.959
H15 3.803 -2.463 3.305
H16 1.688 -4.590 1.187
C7 3.797 6.994 -2.304
C8 3.795 5.496 -2.261
C9 4.816 4.757 -3.027
O3 3.947 5.101 -0.903
H17 3.169 7.352 -3.119
H18 4.768 7.490 -2.331
H19 3.188 7.447 -1.522
H20 2.780 5.164 -2.481
H21 4.804 3.692 -2.796
H22 5.796 5.197 -2.839
H23 4.720 4.800 -4.112
H24 4.776 5.438 -0.555
C10 4.045 -0.273 -3.792
C11 3.126 -1.459 -3.947
C12 3.649 -2.745 -3.361
O4 3.823 -2.664 -1.966
C13 4.321 -3.812 -1.323
N1 1.820 -1.094 -3.429
H25 3.495 0.650 -3.979
H26 4.886 -0.530 -4.435
H27 4.434 -0.249 -2.774
H28 3.090 -1.689 -5.011
H29 4.618 -2.931 -3.826
H30 3.013 -3.601 -3.589
H31 5.293 -4.063 -1.749
H32 3.656 -4.629 -1.601
H33 4.417 -3.725 -0.241
H34 1.987 -0.702 -2.513
H35 1.254 -1.913 -3.257
C14 -0.532 7.298 0.453
C15 0.883 6.786 0.514
C16 1.513 6.860 1.922
O5 1.394 8.202 2.342
C17 2.026 8.633 3.523
N2 0.949 5.439 -0.101
H36 -0.914 7.358 -0.566
H37 -0.621 8.328 0.799
H38 -1.252 6.734 1.046
H39 1.526 7.316 -0.187
H40 2.534 6.480 1.958
H41 0.915 6.220 2.571
H42 1.752 8.062 4.410
H43 1.895 9.702 3.689
H44 3.093 8.536 3.325
H45 0.223 5.429 -0.803
H46 1.873 5.227 -0.449
C18 3.065 -0.152 5.560
C19 3.385 0.442 4.206
C20 2.590 1.782 3.972
O6 2.766 2.195 2.658
C21 2.005 3.347 2.326
N3 4.807 0.631 3.989
H47 3.300 0.415 6.462
H48 3.365 -1.195 5.658
H49 1.981 -0.188 5.663
H50 3.014 -0.330 3.532
H51 2.825 2.499 4.759
H52 1.569 1.450 4.162
H53 2.015 4.139 3.075
H54 0.941 3.109 2.328
H55 2.481 3.654 1.395
H56 4.961 1.116 3.116
H57 5.199 1.168 4.749
C22 -3.214 4.700 -0.452
C23 -2.255 3.656 -0.810
C24 -1.639 3.808 -2.255
O7 -0.804 4.986 -2.252
C25 -0.016 5.169 -3.445
N4 -1.204 3.632 0.158
H58 -2.724 5.668 -0.557
H59 -3.528 4.506 0.574
H60 -4.089 4.727 -1.101
H61 -2.806 2.717 -0.746
H62 -2.367 3.958 -3.052
H63 -1.035 2.948 -2.547
H64 0.337 6.198 -3.515
H65 -0.706 5.087 -4.285
H66 0.807 4.485 -3.654
H67 -0.566 2.868 -0.015
H68 -0.645 4.473 0.191
C26 -1.980 -4.930 0.488
C27 -2.997 -4.671 1.661
C28 -4.041 -5.819 1.928
O8 -5.119 -5.866 0.997
C29 -5.974 -4.765 0.993
N5 -2.212 -4.494 2.879
H69 -2.544 -5.233 -0.395
H70 -1.285 -5.733 0.733
H71 -1.341 -4.072 0.281
H72 -3.551 -3.744 1.511
H73 -4.537 -5.745 2.895
H74 -3.531 -6.783 1.940
H75 -5.491 -3.817 0.757
H76 -6.409 -4.607 1.980
H77 -6.806 -4.870 0.296
H78 -1.618 -3.682 2.795
H79 -2.855 -4.256 3.621
C30 -2.658 -1.844 8.254
C31 -2.254 -2.048 6.823
C32 -0.735 -1.674 6.659
O9 -0.403 -0.917 5.430
C33 -1.029 0.328 5.465
N6 -2.417 -3.435 6.396
H80 -3.627 -2.318 8.411
H81 -2.657 -0.791 8.535
H82 -1.975 -2.355 8.933
H83 -2.943 -1.472 6.205
H84 -0.025 -2.494 6.554
H85 -0.303 -1.078 7.464
H86 -0.907 0.826 4.503
H87 -0.605 1.047 6.166
H88 -2.113 0.296 5.579
H89 -1.952 -4.026 7.070
H90 -1.908 -3.657 5.553
C34 -5.210 2.267 3.923
C35 -3.884 2.002 3.198
C36 -4.083 1.546 1.751
O10 -4.886 0.380 1.660
C37 -5.034 0.048 0.291
N7 -3.198 3.274 3.197
H91 -5.906 3.058 3.642
H92 -4.922 2.391 4.967
H93 -5.732 1.327 3.744
H94 -3.232 1.312 3.732
H95 -3.083 1.321 1.379
H96 -4.437 2.388 1.156
H97 -5.738 -0.773 0.156
H98 -4.063 -0.166 -0.157
H99 -5.456 0.897 -0.247
H100 -2.715 3.374 2.315
H101 -3.891 4.002 3.097
C38 -0.341 -3.544 -3.894
C39 -0.211 -3.971 -2.451
C40 0.283 -5.440 -2.466
O11 -0.664 -6.296 -3.163
C41 -0.243 -7.649 -3.307
N8 0.692 -3.005 -1.750
H102 -0.526 -2.477 -4.022
H103 -1.095 -4.137 -4.410
H104 0.538 -3.712 -4.517
H105 -1.114 -3.913 -1.842
H106 0.271 -5.811 -1.442
H107 1.288 -5.550 -2.874
H108 0.203 -7.876 -4.276
H109 -1.173 -8.196 -3.154
H110 0.585 -7.976 -2.678
H111 0.774 -3.122 -0.750
H112 1.648 -3.094 -2.064
C42 -1.026 -1.051 1.057
C43 -0.828 0.061 -0.041
C44 0.598 0.515 -0.068
O12 0.807 1.553 -1.052
C45 2.117 2.043 -1.197
N9 -1.306 -0.553 -1.245
H113 -0.522 -1.986 0.814
H114 -2.096 -1.233 1.153
H115 -0.768 -0.674 2.047
H116 -1.448 0.924 0.204
H117 1.281 -0.308 -0.277
H118 0.893 0.841 0.930
H119 2.743 1.978 -0.307
H120 2.124 3.079 -1.535
H121 2.557 1.361 -1.924
H122 -1.028 -1.512 -1.098
H123 -0.729 -0.304 -2.035
C46 0.616 0.421 -6.600
C47 -0.110 1.339 -5.634
C48 -1.280 0.538 -5.057
O13 -2.137 1.391 -4.290
C49 -3.247 0.780 -3.660
N10 0.910 1.618 -4.573
H124 0.829 -0.529 -6.109
H125 1.530 0.816 -7.043
H126 -0.050 0.177 -7.427
H127 -0.383 2.306 -6.056
H128 -0.907 -0.274 -4.433
H129 -1.847 0.056 -5.853
H130 -3.156 -0.303 -3.572
H131 -4.120 1.111 -4.222
H132 -3.403 1.208 -2.670
H133 0.546 2.141 -3.789
H134 1.132 0.750 -4.106
C50 -4.562 -7.482 -4.395
C51 -4.214 -5.948 -4.365
C52 -4.196 -5.211 -2.990
O14 -3.952 -3.811 -3.214
C53 -4.137 -2.993 -2.108
N11 -2.995 -5.725 -5.127
H135 -4.453 -7.885 -5.401
H136 -5.592 -7.749 -4.157
H137 -3.952 -8.090 -3.727
H138 -5.017 -5.378 -4.833
H139 -3.338 -5.593 -2.437
H140 -5.101 -5.533 -2.475
H141 -3.466 -3.187 -1.272
H142 -5.130 -3.180 -1.699
H143 -3.978 -1.947 -2.369
H144 -2.920 -4.754 -4.859
H145 -2.168 -6.149 -4.732

---

Asked for LUMO energy across the records above, the calculation gives -0.008 0.016 Ha in order.
Asked for max |F| across the records above, the calculation gives 7.7 3.1 eV/A in order.